{"formula": "C54H142N14O18", "method": "the ωB97M-V functional and the def2-TZVPD basis", "molar_mass_g_mol": 1275.8, "smiles": "COC[C@H](C)N.COC[C@H](C)N.COC[C@H](C)N.COC[C@H](C)N.COCCNCCOC.COCCNCCOC.COCCNCCOC.COCCNCCOC.COCCNCCOC.COCCNCCOC.NC(N)=O.NC(N)=O", "homo_lumo_gap_ev": 8.40, "lumo_ev": 0.1, "homo_energy_ev": -8.3, "species": ["C", "C", "C", "O", "C", "N", "H", "H", "H", "H", "H", "H", "H", "H", "H", "H", "H", "C", "C", "C", "O", "C", "N", "H", "H", "H", "H", "H", "H", "H", "H", "H", "H", "H", "C", "C", "C", "O", "C", "N", "H", "H", "H", "H", "H", "H", "H", "H", "H", "H", "H", "C", "C", "C", "O", "C", "N", "H", "H", "H", "H", "H", "H", "H", "H", "H", "H", "H", "C", "O", "C", "C", "N", "C", "C", "O", "C", "H", "H", "H", "H", "H", "H", "H", "H", "H", "H", "H", "H", "H", "H", "H", "C", "O", "C", "C", "N", "C", "C", "O", "C", "H", "H", "H", "H", "H", "H", "H", "H", "H", "H", "H", "H", "H", "H", "H", "C", "O", "C", "C", "N", "C", "C", "O", "C", "H", "H", "H", "H", "H", "H", "H", "H", "H", "H", "H", "H", "H", "H", "H", "C", "O", "C", "C", "N", "C", "C", "O", "C", "H", "H", "H", "H", "H", "H", "H", "H", "H", "H", "H", "H", "H", "H", "H", "C", "O", "C", "C", "N", "C", "C", "O", "C", "H", "H", "H", "H", "H", "H", "H", "H", "H", "H", "H", "H", "H", "H", "H", "C", "O", "C", "C", "N", "C", "C", "O", "C", "H", "H", "H", "H", "H", "H", "H", "H", "H", "H", "H", "H", "H", "H", "H", "C", "O", "N", "N", "H", "H", "H", "H", "C", "O", "N", "N", "H", "H", "H", "H"], "positions_angstrom": [[4.5366, -13.3095, -27.9866], [3.7359, -12.5216, -26.9547], [4.1430, -12.9401, -25.4772], [4.0282, -14.3015, -25.2310], [4.1575, -14.5641, -23.8254], [3.8824, -11.0703, -27.1987], [4.4399, -14.3911, -27.8919], [5.5857, -13.1171, -27.7617], [4.1995, -13.0970, -29.0012], [2.6903, -12.8110, -27.0591], [3.4861, -12.3677, -24.8222], [5.0841, -12.5890, -25.0539], [3.5053, -15.4182, -23.6429], [3.9061, -13.7458, -23.1508], [5.0440, -15.0615, -23.4318], [3.5005, -10.5867, -26.3985], [4.8602, -10.8295, -27.2765], [2.9256, -4.4035, -22.0283], [3.2860, -5.8189, -21.9351], [3.0923, -6.5058, -20.5709], [3.5487, -5.7500, -19.4889], [3.3030, -6.3350, -18.2781], [2.7351, -6.4401, -23.1249], [3.4870, -3.9433, -21.2152], [1.8685, -4.2873, -21.7892], [3.1539, -3.9491, -22.9924], [4.3546, -5.7864, -22.1477], [3.5860, -7.4767, -20.6135], [2.0105, -6.5609, -20.4492], [2.3081, -6.7488, -18.1132], [3.4641, -5.6701, -17.4295], [4.0905, -7.0845, -18.2003], [1.9272, -6.9978, -22.8876], [2.3412, -5.6973, -23.6846], [6.6013, -9.5576, -36.3384], [5.7811, -9.6593, -37.5788], [4.3023, -10.1699, -37.4428], [3.9318, -10.6562, -38.7584], [2.7206, -11.3145, -38.9048], [5.8240, -8.3386, -38.1405], [7.5550, -9.0799, -36.5630], [6.8535, -10.5624, -35.9996], [6.1830, -9.0278, -35.4826], [6.2750, -10.1915, -38.3917], [3.6562, -9.3100, -37.2662], [4.2238, -10.9905, -36.7296], [2.7551, -11.8414, -39.8584], [1.9321, -10.5714, -39.0234], [2.5177, -12.0105, -38.0908], [5.3581, -8.3316, -39.0366], [5.2252, -7.7659, -37.5630], [12.7844, -0.9856, -25.6746], [12.9177, -1.3661, -24.1147], [13.2702, -2.8075, -23.8695], [13.4551, -2.9853, -22.4872], [13.6763, -4.3612, -22.2542], [13.8907, -0.4079, -23.5858], [12.5126, 0.0524, -25.8663], [11.9159, -1.5749, -25.9689], [13.6312, -1.2743, -26.2972], [11.9888, -1.1628, -23.5819], [14.1837, -3.1004, -24.3872], [12.4155, -3.4372, -24.1165], [13.8282, -4.4808, -21.1815], [14.6194, -4.6355, -22.7270], [12.8739, -5.0685, -22.4637], [14.7986, -0.4044, -24.0281], [14.2246, -0.8519, -22.7423], [12.5110, -6.0787, -30.1756], [12.7938, -7.2576, -29.3823], [12.3582, -8.4392, -30.0429], [12.4467, -9.6929, -29.0840], [11.4157, -9.8181, -28.0234], [11.2521, -8.6083, -27.2003], [10.1374, -8.8049, -26.1683], [10.5467, -9.2973, -24.8881], [9.5775, -9.1338, -23.9109], [12.8469, -6.2514, -31.1981], [13.1170, -5.2481, -29.8134], [11.4388, -5.9004, -30.2570], [13.1427, -8.6254, -30.7764], [11.4143, -8.4181, -30.5876], [13.4332, -9.5681, -28.6375], [12.5477, -10.6014, -29.6778], [11.6937, -10.5848, -27.4277], [10.8812, -7.8205, -27.8560], [12.1636, -8.2189, -26.7469], [9.3743, -9.5153, -26.4862], [9.5465, -7.8914, -26.1018], [9.8455, -9.6685, -22.9997], [8.6672, -9.5414, -24.3505], [9.4665, -8.1024, -23.5763], [16.3728, -18.3314, -26.7588], [15.5381, -17.4442, -26.0845], [15.8237, -16.0498, -26.3034], [14.8008, -15.1590, -25.5129], [13.5420, -15.5950, -26.0538], [12.3747, -15.3898, -25.1791], [11.0909, -15.8491, -25.7893], [11.0247, -17.2684, -25.7406], [9.9099, -17.6964, -26.4603], [16.2193, -18.2305, -27.8332], [16.0808, -19.3701, -26.6042], [17.4028, -18.2651, -26.4082], [15.8263, -15.7400, -27.3484], [16.8404, -15.7830, -26.0148], [14.9304, -14.0970, -25.7213], [14.7999, -15.4218, -24.4551], [13.5589, -16.5987, -25.9422], [12.1937, -14.3805, -24.8094], [12.4912, -15.9691, -24.2631], [11.0099, -15.4912, -26.8157], [10.2796, -15.3466, -25.2626], [9.9109, -18.7650, -26.6755], [9.7316, -17.2740, -27.4493], [8.9949, -17.6180, -25.8731], [8.2621, -4.5930, -13.8104], [8.5117, -4.3421, -12.4437], [7.3297, -4.3652, -11.5254], [7.5044, -3.4060, -10.3386], [6.5208, -3.6494, -9.3101], [6.7252, -2.7811, -8.1280], [5.5696, -3.0739, -7.1044], [5.9317, -4.2572, -6.3613], [5.1244, -4.3634, -5.1969], [7.7938, -3.7791, -14.3640], [7.6409, -5.4864, -13.8731], [9.1890, -4.8777, -14.3085], [7.1045, -5.3716, -11.1725], [6.4427, -3.9935, -12.0382], [7.5405, -2.3683, -10.6703], [8.4507, -3.6192, -9.8416], [5.5928, -3.6914, -9.7063], [6.6594, -1.7286, -8.4037], [7.7126, -2.7470, -7.6675], [4.6590, -3.1010, -7.7029], [5.5217, -2.1492, -6.5294], [4.0677, -4.1846, -5.3960], [5.6107, -3.7562, -4.4335], [5.1096, -5.4237, -4.9443], [19.1495, -0.0403, -26.3103], [18.9032, -1.3935, -26.2688], [20.0181, -2.1998, -25.8123], [19.7234, -3.7258, -26.0093], [19.9757, -4.1377, -27.3593], [19.2384, -3.4445, -28.4180], [19.2854, -4.3265, -29.6592], [20.5680, -4.1925, -30.2212], [20.7847, -5.0671, -31.2623], [19.7424, 0.3540, -25.4850], [18.2170, 0.5217, -26.3627], [19.6995, 0.1157, -27.2383], [20.1301, -2.0320, -24.7411], [20.9737, -1.9610, -26.2791], [18.6886, -3.9669, -25.7661], [20.4667, -4.2457, -25.4049], [20.9266, -4.3324, -27.6385], [19.5805, -2.4401, -28.6671], [18.1798, -3.4065, -28.1607], [18.5160, -4.0022, -30.3599], [19.1185, -5.3595, -29.3539], [21.7479, -4.9492, -31.7587], [20.1176, -4.9015, -32.1083], [20.7300, -6.1111, -30.9539], [11.9178, 2.0433, -31.1255], [10.6365, 1.9654, -31.7136], [10.7308, 1.3707, -32.9964], [9.3159, 0.8332, -33.3865], [8.9556, -0.2224, -32.4587], [7.5601, -0.6804, -32.6080], [7.2764, -1.8070, -31.5444], [7.4526, -1.2917, -30.2802], [7.3900, -2.3865, -29.3029], [11.8510, 2.3061, -30.0698], [12.6258, 2.7066, -31.6224], [12.3461, 1.0411, -31.1169], [11.3750, 0.5013, -33.1280], [11.0767, 2.1537, -33.6712], [9.1363, 0.2565, -34.2939], [8.5924, 1.6483, -33.3739], [9.0096, 0.0866, -31.4986], [7.4631, -1.0750, -33.6195], [6.7834, 0.0844, -32.6179], [7.8779, -2.7130, -31.6178], [6.2547, -2.1805, -31.6144], [6.3840, -2.8061, -29.3001], [7.7061, -2.1125, -28.2963], [8.0591, -3.1882, -29.6151], [23.7548, -17.8472, -34.9950], [22.5854, -17.3759, -34.4574], [22.2721, -16.1399, -35.0818], [21.0912, -15.4993, -34.3325], [21.6084, -14.6513, -33.2198], [20.5538, -13.8124, -32.6014], [21.0541, -13.2615, -31.2346], [19.9335, -12.6319, -30.5054], [20.3572, -12.2179, -29.2952], [23.9317, -18.8254, -34.5477], [24.5873, -17.1585, -34.8513], [23.8157, -18.0026, -36.0722], [21.9910, -16.3701, -36.1094], [23.0195, -15.3604, -35.2294], [20.4177, -16.2660, -33.9497], [20.5656, -14.8917, -35.0691], [22.3052, -15.0686, -32.6194], [19.6257, -14.3141, -32.3274], [20.3187, -13.0260, -33.3185], [21.9632, -12.6958, -31.4391], [21.3914, -14.1276, -30.6652], [19.3780, -11.9155, -28.9240], [21.0729, -11.3958, -29.2999], [20.6936, -12.9683, -28.5797], [15.4551, -8.8914, -37.1202], [16.3008, -9.7584, -36.9786], [14.3574, -9.0179, -37.7822], [15.6011, -7.7547, -36.5888], [14.1729, -9.9528, -38.1168], [13.6534, -8.2942, -37.7534], [14.8805, -7.0474, -36.5656], [16.5260, -7.6752, -36.1907], [10.7124, -4.1678, -37.5425], [11.8201, -3.7317, -37.5140], [9.8058, -4.1118, -36.6021], [10.4055, -5.0218, -38.5034], [9.8652, -3.4572, -35.8352], [8.9755, -4.6696, -36.7420], [11.0889, -5.0825, -39.2446], [9.4682, -5.3979, -38.5192]], "forces_ev_per_a": [[-0.1, -0.3, 0.5], [0.9, -0.8, 0.7], [-0.4, 1.4, -0.5], [0.3, -0.4, 1.0], [-0.9, -1.7, 0.0], [-0.4, -1.0, 0.2], [-0.3, 0.0, 0.4], [0.2, 0.2, -0.7], [0.4, 0.4, 0.0], [-0.2, 0.2, 0.1], [-0.8, 0.0, 0.2], [0.9, 0.2, -1.0], [-0.8, 0.3, 0.1], [-0.2, 0.2, -0.4], [1.1, 0.7, -0.8], [0.0, 0.4, 0.0], [0.2, 0.0, 0.1], [-0.5, 1.5, 2.1], [2.2, 0.1, -0.9], [-1.0, 0.4, -1.1], [0.1, 1.9, -1.4], [0.9, -1.0, 1.4], [-0.9, -1.5, 0.0], [-0.1, 0.8, -0.2], [-0.3, 0.3, -0.2], [0.1, -0.1, 0.1], [0.5, -0.4, 0.4], [-0.2, -0.3, 0.1], [-0.4, -0.8, 0.0], [-0.2, -0.2, -0.5], [0.1, 0.5, -0.4], [-0.3, -0.8, 0.6], [-0.2, -0.4, 0.0], [0.1, -0.1, -0.2], [0.9, -1.4, 0.9], [-0.9, 0.4, -0.8], [0.8, -0.4, -1.6], [1.7, 0.3, 0.5], [-0.4, 0.3, -0.3], [-0.7, 1.5, -0.6], [-0.1, 0.1, -0.1], [0.0, -0.1, 0.3], [-0.5, 0.1, -0.2], [0.1, -1.1, 0.6], [-0.1, 0.0, 0.8], [-0.3, 0.1, 0.3], [0.1, -0.2, 0.1], [-0.5, -0.1, 0.4], [-0.1, -0.1, 0.1], [0.0, -0.1, -0.4], [0.0, 0.6, 0.2], [-1.3, -1.4, 1.6], [1.0, 2.0, -2.4], [-0.5, 0.3, 0.0], [-0.3, -0.6, 0.3], [0.9, 0.2, 1.5], [0.6, -0.5, 1.4], [0.3, 0.0, 0.5], [0.0, -0.1, -0.7], [0.2, 0.0, 0.3], [-0.2, 0.1, -0.2], [0.1, -0.1, -0.4], [0.0, -0.2, -0.7], [0.1, 0.2, 0.1], [-0.1, -0.4, -0.3], [-0.3, 0.3, -0.7], [-0.1, 0.0, -1.3], [-0.4, 0.3, 1.1], [0.6, -1.3, -0.2], [-1.1, 0.9, -0.3], [1.1, -1.6, 0.6], [0.2, 1.6, 0.3], [0.4, 0.4, -0.8], [-1.0, -0.5, -0.1], [-0.5, -0.4, 0.4], [1.7, 0.6, -0.6], [-0.4, -0.2, 0.1], [0.1, -0.1, -0.3], [-0.5, 0.0, 0.4], [-0.1, 0.3, 0.4], [-0.1, -0.3, -0.5], [-0.4, 0.6, 0.3], [0.4, 0.1, 0.3], [-0.6, 0.0, -0.1], [0.0, -0.2, 0.1], [0.1, 0.0, -0.1], [0.2, -0.1, 0.2], [0.1, -0.3, -0.8], [0.3, 0.5, 0.6], [0.1, -0.4, -0.3], [-0.7, 0.1, 0.6], [-0.3, 0.4, -0.4], [-0.1, -0.5, -0.5], [-0.5, 1.3, 0.5], [0.4, 0.8, 0.8], [0.3, -1.7, -1.0], [-2.1, -0.2, 0.3], [0.1, 0.5, 0.5], [0.2, 0.2, -0.2], [-0.1, 0.6, -0.6], [-1.2, -1.5, -0.1], [0.7, 0.4, -0.3], [-0.4, 0.1, 0.6], [0.3, 0.3, -0.4], [-0.6, -0.5, -0.4], [0.3, -0.4, 0.6], [0.4, -0.1, 0.2], [0.7, 0.4, 0.4], [0.5, -0.5, -0.9], [0.5, 0.4, -0.4], [0.1, -0.2, 0.4], [0.2, -0.1, -0.3], [-0.4, -0.4, 0.4], [0.8, -0.2, 0.3], [0.4, 0.7, 0.0], [-0.2, 0.6, 0.1], [-0.4, -1.0, 0.4], [-1.1, 0.6, 1.6], [0.7, 0.8, -1.0], [1.0, -0.9, 0.1], [1.2, -0.1, 0.4], [-2.3, -0.1, -0.4], [2.8, 0.3, -0.9], [-1.3, 1.4, -0.9], [0.5, -1.0, -0.5], [-0.1, 0.3, 0.2], [-0.4, -0.1, -0.3], [0.2, 0.3, 0.2], [0.4, -0.1, 0.0], [-0.1, -0.2, -0.6], [0.0, 0.2, -0.3], [0.4, 0.1, -0.3], [-0.2, 0.5, 0.6], [-0.5, 0.5, -0.3], [0.1, -1.3, -0.1], [-0.4, -0.7, 0.3], [-0.2, -0.3, 0.9], [0.0, 0.8, 0.1], [-0.7, 0.0, 0.4], [0.4, 0.0, 0.4], [0.6, 0.8, -0.8], [0.2, -2.1, 0.8], [-1.4, -0.5, 0.7], [1.2, 1.7, -0.9], [-0.8, -0.2, -1.0], [-0.1, -1.4, -0.2], [0.2, 0.7, 0.4], [0.5, 0.5, 0.3], [0.3, -0.7, -1.4], [0.1, -0.1, 0.3], [-0.1, -0.2, 0.0], [0.3, 0.7, -0.1], [0.1, 0.3, 0.3], [-0.1, 0.2, -0.4], [0.1, 0.0, 0.4], [-0.4, -0.2, 0.4], [0.0, 0.3, 0.3], [0.1, 0.2, 0.1], [0.0, 0.3, 0.4], [-0.1, -0.1, -0.3], [-0.2, -0.2, -0.1], [0.4, 0.4, 0.7], [-0.7, -0.1, 0.1], [-0.2, -0.2, 0.1], [0.2, -0.8, 0.6], [0.4, -0.5, 0.0], [-1.6, -0.1, -1.4], [-0.1, -0.2, 0.9], [-1.2, -0.3, 1.2], [0.9, -1.5, 0.1], [-0.5, 0.5, -1.4], [0.5, -0.4, 2.7], [0.1, 0.6, -1.1], [-0.4, 0.4, -0.1], [-0.2, 0.2, -0.3], [0.3, -0.2, -0.1], [0.5, 0.0, 0.8], [0.0, -0.1, -0.4], [1.1, 0.9, -0.9], [-0.1, 0.4, 0.0], [0.4, 0.3, 0.2], [0.0, -0.6, -0.1], [0.0, 0.5, 0.7], [0.6, 0.1, -0.7], [-0.5, 0.1, -0.4], [-0.2, 0.1, 0.2], [-0.2, 0.6, -0.3], [0.2, -0.1, -0.2], [1.6, -1.2, -0.1], [-0.1, 1.5, -0.2], [-2.2, 0.0, -0.1], [1.6, 0.2, 0.6], [-1.3, 0.6, -1.0], [1.1, -0.1, 1.0], [-1.3, -0.7, -1.1], [2.5, -1.8, -3.7], [-1.4, 1.1, 2.3], [0.4, 0.1, 0.1], [0.3, 0.0, 0.6], [-0.9, 0.0, -0.5], [-0.4, -0.1, -0.3], [0.9, -0.4, 0.8], [-0.1, -0.2, -0.2], [-0.2, 0.3, 0.3], [-0.5, -0.3, 0.1], [-0.2, -0.5, -0.4], [-0.1, 0.2, 0.2], [-0.3, 1.0, 0.5], [-0.1, -0.2, 0.3], [0.3, 0.8, 1.0], [0.1, 0.2, -0.1], [0.4, -0.6, -0.3], [1.8, -3.3, 0.0], [0.7, -1.2, -0.4], [-3.8, -1.5, -2.6], [1.5, 5.4, 2.8], [-0.4, 0.4, -0.1], [0.0, -0.5, -0.3], [0.6, 0.0, 0.1], [-0.4, 0.8, 0.3], [1.3, -1.4, -0.3], [2.6, 2.4, 0.6], [-2.6, 0.7, 2.4], [-1.2, -1.5, -2.1], [0.0, -0.3, -0.3], [0.0, 0.5, 0.5], [-0.6, -0.3, 0.0], [0.4, -0.2, -0.8]]}